No. 1
# C23H32N3O7P2RhSi

A structure of composition C23H32N3O7P2RhSi (ωB97M-V/def2-TZVPD, the OMol25 dataset).

Each line ends with the Löwdin charge.
CARTESIAN COORDINATES (ANGSTROEM)
Rh 0.0614 0.1271 0.6242  1.27
C -0.3679 1.9336 -0.5453  -0.25
Si -2.1171 2.3586 -0.1591  0.59
C -2.9687 0.8078 -0.7959  -0.23
N -2.2802 -0.3665 -0.2415  -0.23
C -2.8466 -0.8247 1.0514  -0.17
C -3.3410 -2.2630 0.9953  -0.16
C -4.2286 -2.4459 -0.2326  -0.17
C -3.4539 -2.1380 -1.5292  -0.16
C -2.1171 -1.4603 -1.2184  -0.19
C -2.4216 2.5394 1.6644  -0.27
C -3.7178 2.4756 2.1852  -0.11
C -3.9456 2.5909 3.5475  -0.08
C -2.8758 2.7710 4.4160  -0.07
C -1.5850 2.8491 3.9193  -0.07
C -1.3632 2.7420 2.5529  -0.11
C -2.7569 3.8656 -1.0649  -0.24
C -3.3618 4.9355 -0.4015  -0.09
C -3.8249 6.0427 -1.1019  -0.08
C -3.6878 6.0976 -2.4809  -0.09
C -3.0861 5.0461 -3.1605  -0.09
C -2.6242 3.9446 -2.4557  -0.10
H 0.3807 2.6701 -0.2553  -0.01
H -0.2127 1.6443 -1.5871  0.02
H -2.8943 0.7981 -1.8857  0.09
H -4.0363 0.7945 -0.5417  0.10
H -3.6708 -0.1587 1.3122  0.11
H -2.1197 -0.7082 1.8615  0.08
H -3.8941 -2.4650 1.9133  0.13
H -2.5061 -2.9674 0.9788  0.10
H -5.0885 -1.7747 -0.1488  0.11
H -4.6278 -3.4598 -0.2570  0.11
H -4.0503 -1.4997 -2.1843  0.10
H -3.2426 -3.0534 -2.0849  0.11
H -1.6732 -1.0361 -2.1192  0.12
H -1.4078 -2.1764 -0.8149  0.09
H -4.5646 2.3287 1.5216  0.11
H -4.9544 2.5260 3.9351  0.10
H -3.0501 2.8378 5.4819  0.10
H -0.7484 2.9685 4.5949  0.11
H -0.3439 2.7787 2.1850  0.08
H -3.4748 4.9024 0.6762  0.10
H -4.2916 6.8621 -0.5702  0.10
H -4.0471 6.9601 -3.0276  0.10
H -2.9761 5.0871 -4.2367  0.10
H -2.1501 3.1339 -3.0007  0.10
O 2.0674 -2.9922 1.8049  -0.13
P 0.5862 -2.9142 1.1947  0.21
O 0.0126 -4.2189 0.8682  -0.25
O 0.6236 -1.8558 0.0786  -0.41
O -0.2513 -2.2284 2.4283  -0.29
P 0.0432 -1.0598 3.5037  0.21
O 1.4537 -1.5507 4.1487  -0.14
O -1.0161 -1.0087 4.5122  -0.25
O 0.4065 0.1886 2.6868  -0.39
H 2.1062 -2.7102 2.7295  0.04
H 1.2736 -1.8961 5.0283  0.09
C 5.5681 -0.4738 1.1491  0.00
N 4.3570 0.2811 0.8638  -0.11
C 4.1946 1.6445 0.9525  -0.05
C 2.8929 1.8889 0.6513  -0.12
N 2.2636 0.6988 0.3669  -0.03
C 3.1711 -0.2447 0.5165  -0.14
H 6.4030 0.2183 1.2159  0.09
H 5.7618 -1.1848 0.3495  0.10
H 5.4703 -1.0083 2.0921  0.10
H 5.0033 2.3012 1.2187  0.12
H 2.3814 2.8340 0.6143  0.10
H 3.0000 -1.3019 0.3889  0.12

Results
Multiplicity: 5
Electronic energy: -72642.315 eV

No. 2
# C3H6NaO4

A structure of composition C3H6NaO4 in a non-equilibrium geometry (ωB97M-V/def2-TZVPD, the OMol25 dataset).

Each line ends with the Löwdin charge.
CARTESIAN COORDINATES (ANGSTROEM)
O 0.0161 0.0724 1.9427  -0.14
O -1.6516 0.2531 0.4572  0.04
C -1.1857 0.3950 1.7414  -0.81
O -1.9953 0.8518 2.5567  0.01
H 0.6704 -1.7827 -1.4144  0.12
Na 1.8044 -0.3047 0.7992  0.73
O 0.6970 -0.8508 -1.1656  -0.11
H -0.9169 0.0053 -0.1265  0.04
C 0.7823 -0.0569 -2.3294  -0.27
C 0.6788 -0.7241 -3.6374  -0.07
H 1.9443 -0.2443 -3.0451  0.19
H -0.2960 -0.6293 -4.1304  0.07
H 0.4742 0.9736 -2.1247  0.13
H 1.1128 -1.7145 -3.8201  0.06

Results
Multiplicity: 2
Electronic energy: -15811.377 eV

Q: Which of these has the lowest electronic energy?
A: C23H32N3O7P2RhSi